The following is a quantum chemistry calculation of a cluster of 3 separate species, C4H13NO3 in total in a non-equilibrium geometry, from OMol25.

Positions of all 21 atoms, in Å:
1 C -1.270 -1.632 -1.956
2 C -0.460 -1.130 -0.776
3 C -1.080 -0.613 0.458
4 O -0.621 0.519 0.805
5 N -1.850 -1.272 1.400
6 C -2.085 -0.723 2.744
7 H -2.102 -0.899 -2.306
8 H -0.639 -1.908 -2.717
9 H -1.744 -2.628 -1.567
10 H 0.404 -0.362 -1.170
11 H 0.194 -1.998 -0.389
12 H -1.837 -2.266 1.211
13 H -1.511 0.262 2.941
14 H -1.926 -1.449 3.566
15 H -3.196 -0.719 2.818
16 O 1.646 2.384 0.559
17 H 2.216 2.019 1.203
18 H 0.732 2.170 0.860
19 O 5.339 3.296 -2.840
20 H 4.608 3.987 -2.959
21 H 5.183 2.962 -1.886

Properties
HOMO level   -9.63 eV
HOMO-LUMO gap   10.26 eV
SMILES   CCC(=O)NC.O.O
Charge   0
LUMO level   0.63 eV

Charges per atom according to Löwdin partitioning, unit e:
1. C -0.114
2. C -0.213
3. C -0.455
4. O -0.040
5. N -0.002
6. C -0.078
7. H 0.113
8. H 0.026
9. H 0.101
10. H 0.175
11. H 0.140
12. H 0.130
13. H 0.116
14. H 0.076
15. H 0.080
16. O -0.070
17. H -0.004
18. H 0.023
19. O -0.136
20. H 0.064
21. H 0.072